Entry 1:
The following is a DFT calculation (wB97M-V/def2-TZVPD) of C5H10O2 in the gas phase.

CARTESIAN COORDINATES (ANGSTROEM)
C1 0.734 0.527 0.653
C2 -0.067 1.221 -0.448
O1 0.618 1.204 -1.697
C3 -1.352 0.371 -0.562
C4 -1.036 -0.986 0.108
C5 0.463 -0.963 0.416
O2 0.731 -1.794 1.528
H1 0.322 0.783 1.637
H2 1.668 -1.707 1.747
H3 1.798 0.802 0.645
H4 -0.284 2.268 -0.203
H5 1.489 0.814 -1.569
H6 -2.200 0.867 -0.077
H7 -1.599 0.270 -1.623
H8 -1.316 -1.846 -0.507
H9 -1.556 -1.082 1.068
H10 1.030 -1.307 -0.466

Properties
Total charge ... 0
HOMO energy ... -10.05 eV

Löwdin charges in e:
1 C -0.10
2 C -0.37
3 O -0.03
4 C -0.12
5 C -0.12
6 C -0.40
7 O -0.03
8 H 0.13
9 H 0.09
10 H 0.12
11 H 0.14
12 H 0.08
13 H 0.11
14 H 0.11
15 H 0.11
16 H 0.12
17 H 0.15



Entry 2:
The following is a DFT calculation (wB97M-V/def2-TZVPD) of a molecular structure, C41H58BCrFN8O4Te at a distorted geometry.

CARTESIAN COORDINATES (ANGSTROEM)
Cr1 -0.213 0.324 -0.063
C1 -2.714 -2.578 2.999
C2 -3.035 -2.031 1.596
C3 -2.357 -2.876 0.518
C4 -2.810 -0.540 1.617
C5 -3.870 0.300 2.031
C6 -3.381 1.562 2.087
C7 -4.096 2.838 2.433
C8 -5.306 2.569 3.332
C9 -4.513 3.549 1.138
N1 -2.045 1.483 1.763
N2 -1.701 0.171 1.439
B1 -1.165 2.606 1.850
N3 0.275 2.508 1.838
N4 0.913 1.361 1.400
C10 2.201 1.526 1.675
C11 2.406 2.772 2.288
C12 1.187 3.387 2.364
C13 1.001 4.788 2.918
C14 -0.402 5.293 3.251
C15 1.686 5.781 1.964
C16 3.273 0.538 1.326
C17 3.872 0.882 -0.047
C18 4.363 0.510 2.400
N5 -0.128 2.048 -1.062
N6 0.720 1.155 -1.610
C19 0.981 1.517 -2.869
C20 0.293 2.712 -3.117
C21 -0.436 2.998 -1.952
C22 -1.319 4.169 -1.616
C23 -2.665 4.097 -2.349
C24 -0.600 5.486 -1.925
C25 1.872 0.696 -3.759
C26 1.191 -0.633 -4.132
C27 2.276 1.473 -5.008
H1 -2.943 -3.644 3.043
H2 -3.290 -2.069 3.773
H3 -1.651 -2.445 3.219
H4 -4.110 -2.119 1.441
H5 -1.421 -3.280 0.895
H6 -2.207 -2.324 -0.410
H7 -2.988 -3.734 0.286
H8 -4.880 -0.025 2.235
H9 -3.415 3.490 2.980
H10 -6.082 2.018 2.791
H11 -5.739 3.516 3.658
H12 -5.026 1.996 4.218
H13 -5.232 2.936 0.588
H14 -3.656 3.724 0.483
H15 -4.980 4.509 1.370
H16 -1.658 3.654 2.032
H17 3.347 3.174 2.639
H18 1.566 4.782 3.851
H19 -0.992 5.471 2.349
H20 -0.302 6.248 3.768
H21 -0.951 4.617 3.910
H22 1.139 5.834 1.017
H23 2.716 5.496 1.747
H24 1.693 6.776 2.412
H25 2.810 -0.441 1.292
H26 4.280 1.896 -0.027
H27 3.118 0.840 -0.834
H28 4.687 0.195 -0.293
H29 4.938 1.440 2.393
H30 5.060 -0.307 2.200
H31 3.945 0.366 3.399
H32 0.301 3.287 -4.034
H33 -1.508 4.118 -0.540
H34 -2.507 4.156 -3.432
H35 -3.305 4.936 -2.058
H36 -3.181 3.164 -2.117
H37 -0.479 5.608 -3.005
H38 0.393 5.514 -1.471
H39 -1.179 6.335 -1.554
H40 2.777 0.465 -3.191
H41 0.483 -0.472 -4.950
H42 0.638 -1.042 -3.286
H43 1.927 -1.367 -4.470
H44 1.395 1.702 -5.616
H45 2.955 0.876 -5.620
H46 2.775 2.413 -4.758
C28 2.824 -2.224 -0.647
Te1 0.910 -2.117 0.320
C29 0.338 -3.370 -1.315
C30 1.588 -4.144 -1.637
C31 1.542 -5.381 -2.270
C32 2.718 -6.068 -2.541
C33 3.943 -5.526 -2.169
C34 3.993 -4.290 -1.538
C35 2.818 -3.593 -1.280
H47 3.630 -2.090 0.068
H48 2.873 -1.438 -1.398
H49 0.010 -2.719 -2.124
H50 -0.495 -3.999 -1.017
H51 0.584 -5.813 -2.547
H52 2.677 -7.035 -3.031
H53 4.860 -6.072 -2.360
H54 4.949 -3.867 -1.242
F1 -5.933 -2.052 -6.350
C36 -5.342 -2.146 -5.164
C37 -4.588 -1.160 -4.693
N7 -3.960 -1.209 -3.453
C38 -2.989 -0.133 -3.184
C39 -2.496 0.074 -1.750
O1 -3.125 0.829 -1.020
O2 -1.364 -0.527 -1.475
C40 -4.167 -2.281 -2.604
O3 -3.711 -2.358 -1.477
N8 -4.957 -3.282 -3.135
C41 -5.565 -3.362 -4.394
O4 -6.192 -4.332 -4.740
H55 -4.441 -0.258 -5.272
H56 -3.476 0.797 -3.458
H57 -2.107 -0.271 -3.810
H58 -5.101 -4.074 -2.531

Properties
Multiplicity ... 4
Total charge ... +1
HOMO energy (spin up / spin down) ... -11.10 / -11.10 eV

Here are the Löwdin charges for atoms 1 to 99, given in e:
1 Cr 0.66
2 C -0.04
3 C -0.32
4 C -0.13
5 C -0.20
6 C 0.06
7 C -0.17
8 C -0.35
9 C -0.06
10 C -0.03
11 N 0.06
12 N 0.06
13 B -0.21
14 N 0.06
15 N 0.04
16 C -0.22
17 C 0.06
18 C -0.14
19 C -0.33
20 C -0.08
21 C -0.04
22 C -0.37
23 C -0.04
24 C -0.05
25 N -0.04
26 N -0.05
27 C -0.24
28 C 0.06
29 C -0.23
30 C -0.36
31 C -0.05
32 C -0.06
33 C -0.36
34 C -0.04
35 C -0.07
36 H 0.09
37 H 0.08
38 H 0.08
39 H 0.14
40 H 0.01
41 H 0.03
42 H 0.10
43 H 0.14
44 H 0.12
45 H 0.09
46 H 0.09
47 H 0.09
48 H 0.10
49 H 0.06
50 H 0.09
51 H 0.09
52 H 0.13
53 H 0.15
54 H 0.07
55 H 0.09
56 H 0.08
57 H 0.08
58 H 0.08
59 H 0.09
60 H 0.05
61 H 0.10
62 H 0.05
63 H 0.09
64 H 0.08
65 H 0.09
66 H 0.09
67 H 0.12
68 H 0.11
69 H 0.09
70 H 0.08
71 H 0.06
72 H 0.08
73 H 0.07
74 H 0.08
75 H 0.12
76 H 0.09
77 H 0.05
78 H 0.09
79 H 0.08
80 H 0.08
81 H 0.09
82 C -0.36
83 Te 1.52
84 C -0.34
85 C -0.29
86 C -0.03
87 C -0.07
88 C -0.07
89 C -0.03
90 C -0.29
91 H 0.06
92 H 0.06
93 H 0.05
94 H 0.06
95 H 0.12
96 H 0.11
97 H 0.11
98 H 0.12
99 F 0.11